{
  "formula": "C72H198N18O18",
  "method": "wB97M-V/def2-TZVPD",
  "gap_ha": 0.3224,
  "homo_ev": -8.60,
  "de_lowest_kcal_mol": 208.8,
  "elements": ["C", "C", "C", "O", "C", "N", "H", "H", "H", "H", "H", "H", "H", "H", "H", "H", "H", "C", "C", "C", "O", "C", "N", "H", "H", "H", "H", "H", "H", "H", "H", "H", "H", "H", "C", "C", "C", "O", "C", "N", "H", "H", "H", "H", "H", "H", "H", "H", "H", "H", "H", "C", "C", "C", "O", "C", "N", "H", "H", "H", "H", "H", "H", "H", "H", "H", "H", "H", "C", "C", "C", "O", "C", "N", "H", "H", "H", "H", "H", "H", "H", "H", "H", "H", "H", "C", "C", "C", "O", "C", "N", "H", "H", "H", "H", "H", "H", "H", "H", "H", "H", "H", "C", "C", "C", "O", "C", "N", "H", "H", "H", "H", "H", "H", "H", "H", "H", "H", "H", "C", "C", "C", "O", "C", "N", "H", "H", "H", "H", "H", "H", "H", "H", "H", "H", "H", "C", "C", "C", "O", "C", "N", "H", "H", "H", "H", "H", "H", "H", "H", "H", "H", "H", "C", "C", "C", "O", "C", "N", "H", "H", "H", "H", "H", "H", "H", "H", "H", "H", "H", "C", "C", "C", "O", "C", "N", "H", "H", "H", "H", "H", "H", "H", "H", "H", "H", "H", "C", "C", "C", "O", "C", "N", "H", "H", "H", "H", "H", "H", "H", "H", "H", "H", "H", "C", "C", "C", "O", "C", "N", "H", "H", "H", "H", "H", "H", "H", "H", "H", "H", "H", "C", "C", "C", "O", "C", "N", "H", "H", "H", "H", "H", "H", "H", "H", "H", "H", "H", "C", "C", "C", "O", "C", "N", "H", "H", "H", "H", "H", "H", "H", "H", "H", "H", "H", "C", "C", "C", "O", "C", "N", "H", "H", "H", "H", "H", "H", "H", "H", "H", "H", "H", "C", "C", "C", "O", "C", "N", "H", "H", "H", "H", "H", "H", "H", "H", "H", "H", "H", "C", "C", "C", "O", "C", "N", "H", "H", "H", "H", "H", "H", "H", "H", "H", "H", "H"],
  "coordinates": [[5.44100, -3.63197, 2.16379], [5.97430, -3.21937, 0.73406], [7.29993, -3.88864, 0.39035], [8.26130, -3.59433, 1.35397], [9.53935, -4.20331, 1.11549], [4.99509, -3.65561, -0.24298], [4.54139, -3.07344, 2.42236], [6.12540, -3.38751, 2.97616], [5.20873, -4.69045, 2.28105], [5.94924, -2.12989, 0.71154], [7.59518, -3.47266, -0.57292], [7.17409, -4.95730, 0.21650], [9.34246, -5.24884, 0.87845], [10.04751, -4.32332, 2.07230], [10.11737, -3.60950, 0.40740], [4.82695, -4.62820, -0.02873], [4.08814, -3.24516, -0.07248], [0.74353, 3.74499, -5.26935], [2.18090, 3.88868, -4.62549], [3.20808, 4.06242, -5.73133], [4.54599, 4.19125, -5.20236], [5.45853, 4.32879, -6.32016], [2.17124, 5.20941, -3.96997], [0.45128, 4.44830, -6.04913], [-0.09112, 3.67449, -4.57187], [0.58391, 2.76026, -5.70860], [2.36343, 3.15174, -3.84338], [3.03684, 4.78032, -6.53344], [3.31288, 3.18401, -6.36813], [6.46810, 4.44840, -5.92700], [5.20238, 5.24397, -6.85398], [5.39252, 3.43697, -6.94337], [2.97768, 5.68812, -4.34492], [1.38658, 5.75989, -4.28836], [-10.05784, 2.49986, 1.57475], [-8.97314, 2.22687, 0.55591], [-7.64592, 2.37707, 1.16359], [-7.35314, 3.75725, 1.43465], [-6.07130, 4.01600, 2.14037], [-9.05375, 0.93925, -0.18706], [-9.80518, 3.39074, 2.14973], [-10.11040, 1.66895, 2.27827], [-11.02651, 2.68792, 1.11172], [-9.00085, 2.97821, -0.23329], [-6.85250, 2.12649, 0.45946], [-7.60414, 1.82141, 2.10039], [-5.36116, 3.39810, 1.59082], [-6.27171, 3.75570, 3.17968], [-5.76063, 5.03737, 1.92041], [-9.98120, 0.77532, -0.55185], [-8.85613, 0.17161, 0.43886], [-5.45719, 2.78008, -1.81167], [-6.57043, 3.75184, -2.11996], [-6.15298, 4.95048, -2.91951], [-5.04391, 5.63728, -2.39539], [-4.39803, 6.47465, -3.36484], [-7.69134, 3.02007, -2.62153], [-4.79615, 2.50147, -2.63234], [-5.88024, 1.87354, -1.37887], [-4.77347, 3.31032, -1.14874], [-7.00608, 4.11809, -1.19036], [-6.99213, 5.61605, -3.12186], [-5.76130, 4.54034, -3.85036], [-4.08811, 5.73191, -4.09995], [-3.54590, 6.96430, -2.89346], [-5.24379, 7.12396, -3.59108], [-7.76879, 2.06418, -2.30472], [-7.86223, 2.98583, -3.61638], [-1.28537, 0.66418, -0.74427], [0.03608, 0.01087, -0.47462], [1.13883, 1.09917, -0.58916], [2.36611, 0.55017, -0.16017], [3.28523, -0.06013, -1.04536], [-0.03614, -0.64584, 0.84716], [-1.44659, 1.39261, 0.05041], [-2.14991, 0.00754, -0.64690], [-1.26161, 1.17324, -1.70780], [0.31488, -0.73572, -1.21826], [1.09026, 1.95113, 0.08901], [1.21943, 1.56033, -1.57350], [4.24589, -0.24630, -0.56519], [3.50418, 0.64641, -1.84598], [2.84477, -0.94350, -1.50769], [0.17400, 0.15979, 1.41891], [0.76933, -1.23713, 0.99446], [-0.61780, -5.18070, -2.32904], [-1.49466, -3.92618, -2.70493], [-1.89821, -2.94271, -1.58276], [-2.49686, -3.80898, -0.57785], [-2.80971, -3.13224, 0.60276], [-0.71994, -3.15746, -3.69617], [0.29753, -4.89652, -1.80989], [-0.17144, -5.65074, -3.20535], [-1.11027, -5.86404, -1.63722], [-2.36647, -4.39776, -3.15845], [-2.53743, -2.10559, -1.86333], [-0.98628, -2.55620, -1.12768], [-3.54201, -2.33753, 0.46026], [-1.99695, -2.63735, 1.13436], [-3.13822, -3.79410, 1.40408], [-1.35222, -2.44025, -4.02165], [-0.61563, -3.71873, -4.52935], [5.68488, 5.39138, 3.61196], [5.67190, 5.68747, 2.12123], [5.26277, 4.49970, 1.30101], [6.02133, 3.32246, 1.60699], [5.61353, 2.11917, 0.97988], [4.80904, 6.81834, 1.79532], [6.46717, 4.72330, 3.97222], [4.87315, 4.76662, 3.98462], [5.83545, 6.22328, 4.29998], [6.68008, 5.96570, 1.81421], [5.36318, 4.76506, 0.24858], [4.19535, 4.40196, 1.49895], [4.53808, 1.94676, 1.02210], [6.07198, 1.28597, 1.51251], [6.05325, 2.05452, -0.01539], [5.01116, 7.61306, 2.38494], [5.10921, 7.01502, 0.85122], [-2.64397, 1.95518, 6.78063], [-1.50913, 2.91149, 6.51595], [-1.79572, 3.96006, 5.47188], [-1.99443, 3.39142, 4.14395], [-2.33407, 4.41460, 3.26246], [-1.04148, 3.45532, 7.80270], [-3.51502, 2.27982, 7.34981], [-2.34998, 0.96927, 7.14072], [-3.00906, 1.76793, 5.77080], [-0.68478, 2.26475, 6.21546], [-1.10013, 4.79926, 5.46996], [-2.77672, 4.32872, 5.77159], [-1.52386, 5.14309, 3.23165], [-3.26457, 4.92044, 3.52015], [-2.54759, 4.03307, 2.26399], [-0.83627, 2.69397, 8.43384], [-0.29830, 4.12357, 7.65695], [1.73618, -7.18880, 4.61654], [2.64733, -6.09685, 4.17793], [2.01439, -5.21262, 3.07640], [1.52908, -5.84703, 1.89460], [0.85142, -5.07892, 0.90373], [2.99550, -5.33143, 5.36167], [1.43600, -7.78219, 3.75289], [0.84552, -6.96397, 5.20329], [2.24376, -7.92869, 5.23542], [3.57363, -6.50366, 3.77226], [2.71632, -4.44045, 2.76152], [1.26916, -4.58534, 3.56554], [1.46408, -4.20591, 0.67879], [-0.16135, -4.73186, 1.10860], [0.96654, -5.57418, -0.06041], [3.23057, -5.81156, 6.21859], [3.76333, -4.74332, 5.07069], [-4.73336, -5.00167, 4.19812], [-5.91405, -4.07522, 4.25190], [-5.63663, -2.70266, 3.58577], [-4.87473, -1.76873, 4.37992], [-4.79114, -0.44139, 3.85310], [-6.93221, -4.87867, 3.63116], [-4.04456, -4.65664, 4.96922], [-4.03272, -4.94669, 3.36494], [-5.06993, -6.02997, 4.33005], [-6.29857, -3.88837, 5.25456], [-6.63987, -2.27911, 3.53877], [-5.34941, -2.71357, 2.53435], [-4.12331, -0.51212, 2.99455], [-4.50184, 0.29029, 4.60744], [-5.74278, -0.19487, 3.38224], [-7.68590, -4.38194, 3.17804], [-7.33520, -5.58696, 4.22785], [9.26752, -0.50938, -1.61163], [9.26210, 0.60314, -2.65662], [8.52808, 1.82639, -2.08036], [7.12308, 1.64449, -2.01136], [6.28727, 1.81714, -3.13996], [10.63170, 0.95818, -2.99455], [8.20344, -0.74505, -1.59426], [9.54255, -0.15396, -0.61859], [9.80008, -1.43820, -1.81595], [8.81670, 0.35863, -3.62096], [8.78148, 2.72895, -2.63651], [8.94787, 2.07847, -1.10653], [6.48739, 2.77491, -3.62030], [5.25920, 1.96230, -2.80816], [6.15893, 0.97221, -3.81651], [10.69650, 1.24535, -3.96069], [11.09641, 0.06634, -3.08828], [6.03779, -2.35573, -3.68212], [5.69383, -3.74937, -4.25385], [4.44669, -4.41488, -3.54978], [3.85699, -5.38510, -4.38022], [3.36986, -6.48549, -3.63540], [5.39680, -3.56912, -5.64621], [6.24206, -2.42796, -2.61387], [5.23575, -1.64766, -3.89062], [6.73850, -1.86625, -4.35852], [6.58784, -4.36892, -4.18334], [3.73737, -3.69957, -3.13350], [4.89535, -4.84558, -2.65463], [2.92794, -7.25125, -4.27292], [2.56285, -6.11125, -3.00550], [4.10442, -7.08836, -3.10149], [4.47281, -3.16424, -5.69529], [5.21940, -4.54473, -5.83807], [5.51758, 1.02889, 6.33181], [4.20656, 0.06935, 6.41441], [4.31186, -1.24757, 5.66530], [4.72329, -1.05043, 4.31803], [3.94652, -0.38691, 3.35198], [4.00237, -0.16481, 7.78898], [6.52385, 0.61198, 6.37304], [5.39887, 1.82278, 7.06921], [5.43200, 1.57366, 5.39159], [3.44248, 0.65508, 5.90331], [3.33848, -1.73670, 5.62793], [5.03778, -1.87581, 6.18150], [2.86838, -0.46760, 3.49061], [4.28367, -0.71305, 2.36809], [4.06011, 0.66442, 3.61637], [3.93791, 0.71916, 8.27328], [3.11912, -0.61302, 7.98670], [4.10442, 0.02219, -8.31039], [4.39557, 0.31000, -6.80729], [3.14238, 0.11660, -5.89343], [2.50895, -1.13565, -6.18748], [1.30783, -1.30517, -5.45856], [5.53971, -0.42754, -6.31712], [3.50525, -0.87510, -8.46527], [4.93331, 0.19357, -8.99716], [3.34743, 0.75127, -8.59937], [4.61234, 1.36749, -6.65615], [2.44029, 0.95036, -5.88801], [3.53969, 0.02929, -4.88217], [1.35826, -1.41190, -4.37497], [0.82039, -2.20709, -5.82877], [0.57326, -0.51587, -5.61829], [6.00225, -0.72931, -7.16276], [5.20033, -1.31355, -5.97088], [1.14873, 6.23121, 0.68184], [1.30470, 5.58766, -0.67627], [-0.08579, 5.37517, -1.34087], [-0.75677, 4.50345, -0.43939], [-2.01921, 4.08564, -0.84570], [2.20934, 6.45169, -1.45897], [0.60476, 7.17509, 0.64567], [2.12355, 6.39849, 1.13989], [0.57357, 5.63013, 1.38611], [1.81284, 4.63814, -0.50801], [-0.08662, 4.78408, -2.25669], [-0.58065, 6.33345, -1.49874], [-2.82080, 4.82412, -0.83174], [-2.42712, 3.39718, -0.10560], [-1.97586, 3.70400, -1.86579], [2.08055, 5.99812, -2.35215], [3.14734, 6.22721, -1.15917], [-1.57713, -1.67550, 4.71556], [-0.22144, -1.08160, 4.19201], [-0.30996, 0.42071, 3.80262], [0.80935, 0.94365, 3.08072], [0.95429, 2.36309, 3.27051], [0.64850, -1.36703, 5.35603], [-1.89053, -1.01600, 5.52485], [-1.48413, -2.62281, 5.24666], [-2.30251, -1.81124, 3.91337], [0.11669, -1.74717, 3.39778], [-0.29031, 1.00352, 4.72351], [-1.16627, 0.63279, 3.16242], [0.48535, 2.80671, 2.39222], [2.03358, 2.50571, 3.21647], [0.57225, 2.77621, 4.20403], [1.63624, -1.31274, 5.15228], [0.38992, -2.33625, 5.47377], [-9.20949, -2.87760, -3.51977], [-8.95219, -1.35842, -3.51533], [-7.41839, -0.92628, -3.63190], [-6.70127, -1.59414, -2.50246], [-5.27240, -1.59620, -2.71736], [-9.60243, -0.75466, -4.64586], [-8.84401, -3.31718, -4.44782], [-10.28151, -3.05544, -3.43471], [-8.79212, -3.38241, -2.64852], [-9.36431, -1.00348, -2.57073], [-7.26976, 0.15263, -3.58732], [-7.00811, -1.37800, -4.53507], [-4.79693, -0.61537, -2.71473], [-5.00226, -2.17757, -3.59890], [-4.93472, -2.11326, -1.81918], [-9.12282, -1.06557, -5.47857], [-10.54980, -1.09867, -4.71101], [-10.19879, -3.03364, 0.80197], [-8.95490, -2.50541, 1.34440], [-7.82987, -2.63480, 0.31538], [-7.32068, -4.03200, 0.33874], [-6.31418, -4.18288, -0.58426], [-9.05670, -1.11082, 1.83899], [-10.71628, -2.25733, 0.23835], [-10.80341, -3.56372, 1.53787], [-10.12580, -3.79796, 0.02830], [-8.61938, -3.02137, 2.24401], [-7.02637, -1.92671, 0.51811], [-8.22480, -2.36392, -0.66379], [-5.60005, -4.99325, -0.43788], [-5.69052, -3.37931, -0.19255], [-6.50814, -4.07198, -1.65111], [-8.39626, -0.80238, 2.53813], [-9.85393, -1.04255, 2.45533]]
}